DFT (ωB97M-V/def2-TZVPD) results for 4 unconnected molecules or ions with the total composition C46H35B3O12S.

DFT total energy   -3149.89388 Ha
HOMO-LUMO gap   8.58 eV
Energy relative to the best compared isomer or geometry (same formula, charge and spin)   0.0 kcal/mol
LUMO energy   -1.22 eV
Structure (SMILES)   O=C1c2ccccc2C(=O)c2ccccc21.O=C1c2ccccc2C(=O)c2ccccc21.O=C1c2ccccc2C(=O)c2ccccc21.O=S(=O)(O)CCCCB1OBOBO1

Last column: Löwdin charge in e.
Atoms and positions in Å:
O -5.5995 -0.8960 -2.6842  -0.279
S -4.5522 -0.7052 -3.6419  0.593
O -4.8948 -0.2957 -4.9690  -0.278
O -3.5363 0.3957 -3.0381  -0.175
C -3.5245 -2.1506 -3.6518  -0.213
C -2.5235 -2.2496 -2.4945  -0.189
C -1.0892 -1.8196 -2.8524  -0.174
C 0.0022 -2.8188 -2.3902  -0.034
B 0.5551 -3.6252 -3.6054  -0.525
O 1.9075 -3.6630 -3.9198  0.256
B 2.3008 -3.8533 -5.2274  -0.312
O 1.3958 -4.4118 -6.1119  0.222
B 0.0672 -4.1954 -5.8177  -0.336
O -0.3101 -4.2612 -4.4950  0.251
H -4.0688 1.2060 -3.0459  0.073
H -3.0440 -2.1817 -4.6288  0.108
H -4.2639 -2.9495 -3.5930  0.113
H -2.8854 -1.6468 -1.6594  0.116
H -2.5314 -3.2804 -2.1402  0.117
H -1.0319 -1.6618 -3.9338  0.116
H -0.8805 -0.8548 -2.3949  0.070
H 0.8308 -2.2899 -1.9155  0.101
H -0.4166 -3.4923 -1.6363  0.118
H 3.3717 -3.5051 -5.5981  0.115
H -0.7016 -3.8553 -6.6596  0.120
C -6.6419 4.7391 -1.6713  -0.049
C -5.9531 3.5335 -1.7553  -0.052
C -4.9680 3.2303 -0.8310  -0.002
C -4.6554 4.1377 0.1757  -0.077
C -5.3295 5.3567 0.2442  -0.079
C -6.3286 5.6496 -0.6771  0.003
C -4.9912 6.3676 1.2892  -0.276
O -5.5817 7.4230 1.3560  0.112
C -3.8927 6.0317 2.2417  -0.081
C -3.5214 6.9718 3.1955  0.000
C -2.5110 6.6804 4.0963  -0.053
C -1.8699 5.4471 4.0541  -0.053
C -2.2354 4.5067 3.1062  0.001
C -3.2436 4.7970 2.1940  -0.081
C -3.6055 3.7783 1.1712  -0.263
O -3.0647 2.6921 1.1414  0.084
H -7.4192 4.9684 -2.3880  0.110
H -6.2013 2.8272 -2.5383  0.107
H -4.4359 2.2878 -0.8657  0.112
H -6.8452 6.5964 -0.5975  0.122
H -4.0356 7.9230 3.2138  0.121
H -2.2206 7.4150 4.8358  0.109
H -1.0834 5.2210 4.7620  0.109
H -1.7501 3.5415 3.0566  0.119
C -0.3408 1.6084 -0.1565  -0.028
C -0.3230 1.3674 -1.5255  -0.061
C 0.8776 1.2278 -2.2016  -0.002
C 2.0771 1.3221 -1.5069  -0.092
C 2.0632 1.5667 -0.1318  -0.099
C 0.8535 1.7106 0.5382  0.013
C 3.3304 1.6578 0.6466  -0.299
O 3.3218 1.8385 1.8448  0.110
C 4.6134 1.4973 -0.0997  -0.099
C 5.8117 1.5956 0.5984  -0.006
C 7.0142 1.4298 -0.0675  -0.057
C 7.0261 1.1587 -1.4321  -0.056
C 5.8358 1.0598 -2.1320  0.001
C 4.6252 1.2332 -1.4699  -0.089
C 3.3556 1.1218 -2.2472  -0.285
O 3.3648 0.8603 -3.4309  0.108
H -1.2907 1.7102 0.3498  0.083
H -1.2578 1.2871 -2.0663  0.093
H 0.9079 1.0312 -3.2654  0.125
H 0.8706 1.8878 1.6052  0.122
H 5.7774 1.7997 1.6601  0.122
H 7.9467 1.5099 0.4759  0.108
H 7.9676 1.0248 -1.9486  0.108
H 5.8209 0.8481 -3.1925  0.121
C 3.2221 -1.6744 0.6428  -0.045
C 4.5001 -2.0357 1.0530  -0.038
C 4.6614 -2.9368 2.0918  0.007
C 3.5454 -3.4740 2.7247  -0.080
C 2.2642 -3.1007 2.3164  -0.078
C 2.1071 -2.2003 1.2696  0.010
C 1.0474 -3.6402 2.9886  -0.277
O -0.0652 -3.3282 2.6217  0.106
C 1.2512 -4.5775 4.1311  -0.083
C 0.1379 -5.0651 4.8059  -0.002
C 0.3008 -5.9435 5.8632  -0.057
C 1.5759 -6.3435 6.2488  -0.057
C 2.6879 -5.8599 5.5814  -0.002
C 2.5308 -4.9720 4.5232  -0.082
C 3.7478 -4.4524 3.8326  -0.277
O 4.8578 -4.8108 4.1615  0.107
H 3.0918 -0.9806 -0.1770  0.093
H 5.3660 -1.6086 0.5623  0.108
H 5.6436 -3.2386 2.4295  0.121
H 1.1066 -1.9213 0.9656  0.118
H -0.8439 -4.7432 4.4864  0.120
H -0.5665 -6.3199 6.3899  0.107
H 1.7000 -7.0334 7.0733  0.107
H 3.6888 -6.1557 5.8650  0.120